1.
Formula: C3H4N2O
Source: the Open Molecules 2025 dataset
Level of theory: wB97M-V/def2-TZVPD

```
10
Properties=species:S:1:pos:R:3:nbo_charge:R:1
O -0.8072 -0.9828 -0.5054 -0.7542
C -0.7641 -0.1084 0.9299 -0.0124
C -0.5058 1.2190 0.1961 0.1182
N 0.5010 1.1573 -0.6080 -0.4688
C 0.9320 -0.1622 -0.3237 0.4531
N 0.7129 -0.4862 0.9652 -0.6292
H -1.4471 -0.6308 -1.1475 0.4765
H -1.1060 2.1212 0.2967 0.2033
H 1.6316 -0.6614 -0.9914 0.2173
H 0.8525 -1.4658 1.1881 0.3960
```

## Properties
HOMO energy = -0.3034 Eh
Kohn-Sham gap = 7.810 eV
E_LUMO = -0.45 eV
SMILES string = Oc1cnc[nH]1

***

2.
Formula: C3H4N2O
Source: the Open Molecules 2025 dataset
Level of theory: wB97M-V/def2-TZVPD

```
10
Properties=species:S:1:pos:R:3:nbo_charge:R:1
N 1.8089 1.0000 -1.8571 -0.3135
C 1.4098 0.2812 -1.0387 0.2765
C 0.8190 -0.6166 -0.0250 -0.6709
C -0.4655 -0.1756 0.6202 0.6718
N -1.3943 0.6105 0.0625 -0.7920
O -0.5160 -0.5779 1.7811 -0.6296
H 1.0633 -0.7874 1.1152 0.3568
H 0.7305 -1.6230 -0.4452 0.2741
H -2.1162 0.9601 0.6748 0.4157
H -1.3396 0.9288 -0.8879 0.4112
```

## Properties
HOMO energy = -0.3900 Eh
Kohn-Sham gap = 11.262 eV
E_LUMO = 0.65 eV
SMILES string = N#CCC(N)=O

***

3.
Formula: C3H4N2O
Source: the Open Molecules 2025 dataset
Level of theory: wB97M-V/def2-TZVPD

```
10
Properties=species:S:1:pos:R:3:nbo_charge:R:1
N -0.2524 -1.2178 2.0964 -0.3270
C -0.4585 -0.8303 1.0154 0.3833
N -0.6477 -1.0102 -0.3289 -0.6368
C -0.1640 0.0533 -1.0424 -0.0241
C 0.2769 1.0730 -0.2180 -0.0032
O 1.4326 1.0211 0.5313 -0.6839
H -1.0862 -1.8299 -0.7338 0.4310
H -0.5434 0.1903 -2.0438 0.1976
H 0.1422 2.0837 -0.5907 0.1770
H 1.3004 0.4668 1.3144 0.4861
```

## Properties
HOMO energy (alpha / beta) = -0.3021 / -0.3021 Eh
Kohn-Sham gap (alpha / beta) = 7.974 / 7.973 eV
E_LUMO (alpha / beta) = -0.25 / -0.25 eV
SMILES string = N#CN/C=C\O

***

4.
Formula: C3H4N2O
Source: the Open Molecules 2025 dataset
Level of theory: wB97M-V/def2-TZVPD

```
10
Properties=species:S:1:pos:R:3:nbo_charge:R:1
N -2.0172 -0.1061 -0.1243 -0.8224
C -0.6257 -0.1059 -0.0376 0.1023
N 0.0026 -1.2672 -0.3550 0.0702
O 1.2673 -1.2108 -0.3248 -0.2930
C 1.6002 0.5262 0.0535 -0.3076
C 0.2612 0.9358 0.2282 -0.0679
H -2.5012 0.6852 0.2783 0.3988
H -2.4119 -1.0223 0.0401 0.3883
H 2.1547 0.6573 1.0329 0.2627
H 2.2700 0.9078 -0.7913 0.2687
```

## Properties
HOMO energy (alpha / beta) = -0.3201 / -0.3201 Eh
Kohn-Sham gap (alpha / beta) = 7.801 / 7.802 eV
E_LUMO (alpha / beta) = -0.91 / -0.91 eV

***

5.
Formula: C3H4N2O
Source: the Open Molecules 2025 dataset
Level of theory: wB97M-V/def2-TZVPD

```
10
Properties=species:S:1:pos:R:3:nbo_charge:R:1
O -0.3975 1.3353 -1.5046 -0.6169
C 0.0142 0.3933 -0.4002 0.4800
N -0.1374 0.7907 0.8292 -0.5601
C 0.2538 -0.3860 1.4504 -0.1304
C 0.5555 -1.3353 0.4910 -0.1275
N 0.3700 -0.8000 -0.7697 -0.5570
H -0.9487 2.0356 -1.1003 0.5536
H 0.2922 -0.4639 2.5299 0.2031
H 0.9043 -2.3535 0.6008 0.2026
H -0.9065 0.7838 -2.1264 0.5526
```

## Properties
HOMO energy = -0.2983 Eh
Kohn-Sham gap = 7.754 eV
E_LUMO = -0.36 eV

***

6.
Formula: C3H4N2O
Source: the Open Molecules 2025 dataset
Level of theory: wB97M-V/def2-TZVPD

```
10
Properties=species:S:1:pos:R:3:nbo_charge:R:1
N 2.2693 -0.0240 0.1834 -0.7087
C 1.0174 -0.0501 0.1061 0.4669
O 0.3064 0.8161 -0.5971 -0.4719
C -1.1073 0.7345 -0.6204 -0.1565
C -1.5962 -0.4336 0.2092 0.2042
N -0.7522 -1.1111 0.7693 -0.5973
H 2.6552 -0.7630 0.7619 0.3597
H 0.1627 -1.4414 1.0623 0.4627
H -1.4342 0.6095 -1.6557 0.2206
H -1.5211 1.6633 -0.2190 0.2203
```

## Properties
HOMO energy = -0.2931 Eh
Kohn-Sham gap = 8.034 eV
E_LUMO = 0.06 eV

***

7.
Formula: C3H4N2O
Source: the Open Molecules 2025 dataset
Level of theory: wB97M-V/def2-TZVPD

```
10
Properties=species:S:1:pos:R:3:nbo_charge:R:1
O -1.2881 1.7438 0.1265 -0.4696
C -0.5559 0.8221 0.3170 0.6133
C -0.8145 -0.6390 0.6063 0.0116
N 0.2779 -1.2341 0.8981 -0.4295
C 1.3593 -0.4058 0.4047 0.3116
N 0.8727 0.8461 0.3829 -0.6739
H -1.8009 -1.0891 0.6656 0.2197
H -0.0818 -0.8029 -1.7325 -0.0200
H 0.6484 -0.8380 -1.6041 0.0112
H 1.3828 1.5968 -0.0645 0.4256
```

## Properties
HOMO energy (alpha / beta) = -0.3506 / -0.3505 Eh
Kohn-Sham gap (alpha / beta) = 7.908 / 7.907 eV
E_LUMO (alpha / beta) = -1.63 / -1.63 eV

***

8.
Formula: C3H4N2O
Source: the Open Molecules 2025 dataset
Level of theory: wB97M-V/def2-TZVPD

```
10
Properties=species:S:1:pos:R:3:nbo_charge:R:1
C 0.3058 -1.3500 -1.1653 -0.0701
N 1.1019 -1.6544 -0.3815 0.2324
O 1.9121 -1.9195 0.4615 -0.3982
H -0.4277 -1.1082 -1.8938 0.2450
C 0.5384 0.6696 1.4705 -0.3189
C -0.2238 0.9444 0.5780 0.1299
N -1.1166 1.4045 -0.3408 -0.8326
H 1.2131 0.4663 2.2698 0.2458
H -1.3537 0.7803 -1.1003 0.3746
H -1.9496 1.7670 0.1018 0.3919
```

## Properties
HOMO energy = -0.3292 Eh
Kohn-Sham gap = 9.616 eV
E_LUMO = 0.66 eV
SMILES string = C#[N+][O-].C#CN

***

9.
Formula: C3H4N2O
Source: the Open Molecules 2025 dataset
Level of theory: wB97M-V/def2-TZVPD

```
10
Properties=species:S:1:pos:R:3:nbo_charge:R:1
O 2.2404 -0.0141 -0.2319 -0.6505
C 0.9522 -0.2225 0.1343 0.4142
C 0.0595 0.8664 0.0255 -0.4517
C -1.1689 0.2692 0.0298 -0.0183
N -0.9494 -1.0447 0.2414 -0.3399
N 0.3632 -1.3833 0.3003 -0.3020
H 1.9720 0.7078 -0.8356 0.4860
H 0.3267 1.9080 0.1336 0.2345
H -2.1535 0.6774 -0.1289 0.2203
H -1.6422 -1.7642 0.3315 0.4076
```

## Properties
HOMO energy = -0.3340 Eh
Kohn-Sham gap = 10.021 eV
E_LUMO = 0.93 eV
SMILES string = Oc1cc[nH]n1

***

10.
Formula: C3H4N2O
Source: the Open Molecules 2025 dataset
Level of theory: wB97M-V/def2-TZVPD

```
10
Properties=species:S:1:pos:R:3:nbo_charge:R:1
C 0.8610 1.1371 -0.2945 0.2032
C 0.1300 0.0749 -0.8016 -0.0746
C -0.3898 -0.8299 0.7933 0.2028
N 1.4907 1.9954 0.0993 -0.2912
N 0.6021 -1.0881 1.4287 -0.6112
O -1.1215 0.3436 -1.3687 -0.7200
H -1.4348 -1.0383 0.9053 0.1818
H 0.6975 -0.1238 -1.8494 0.2548
H 0.6443 -1.6776 2.2642 0.3743
H -1.4796 1.2066 -1.1765 0.4802
```

## Properties
HOMO energy = -0.3470 Eh
Kohn-Sham gap = 10.031 eV
E_LUMO = 0.59 eV

***

11.
Formula: C3H4N2O
Source: the Open Molecules 2025 dataset
Level of theory: wB97M-V/def2-TZVPD

```
10
Properties=species:S:1:pos:R:3:nbo_charge:R:1
O -1.1524 -0.3746 -1.2083 -0.6598
C -0.8065 -0.1830 0.8795 -0.1352
C 0.0888 0.8741 0.9333 -0.2807
N 1.1459 0.6396 0.0734 -0.1552
N 1.1108 -0.4044 -0.6417 -0.1436
C -0.2080 -0.9543 -0.2830 0.0548
H -2.0170 -0.6115 -0.8346 0.4956
H 0.0765 1.8037 1.4855 0.2162
H 1.9527 1.2547 -0.0333 0.4147
H -0.1907 -2.0445 -0.3707 0.1932
```

## Properties
HOMO energy (alpha / beta) = -0.3175 / -0.3176 Eh
Kohn-Sham gap (alpha / beta) = 7.787 / 7.791 eV
E_LUMO (alpha / beta) = -0.85 / -0.85 eV

***

12.
Formula: C3H4N2O
Source: the Open Molecules 2025 dataset
Level of theory: wB97M-V/def2-TZVPD

```
10
Properties=species:S:1:pos:R:3:nbo_charge:R:1
C -1.5212 -0.4960 -0.6026 -0.4827
C -0.2481 -0.2485 -0.3146 0.2167
C 0.5690 0.9692 -0.3954 -0.0125
N 1.5449 0.9060 0.4257 -0.2105
N 1.5806 -0.3721 0.9713 -0.1575
O 0.5343 -1.1409 0.3582 -0.3599
H -1.9587 -1.4328 -0.2769 0.2215
H -2.1313 0.2390 -1.1086 0.2148
H 0.3797 1.8530 -0.9934 0.2202
H 1.2508 -0.2769 1.9364 0.3497
```

## Properties
HOMO energy = -0.3215 Eh
Kohn-Sham gap = 9.435 eV
E_LUMO = 0.69 eV
SMILES string = C=C1C=NNO1

***

The E_tot results, record by record, are as follows: -8197.8614 -8202.5777 -8199.8860 -8198.2263 -8200.8039 -8198.4932 -8199.5429 -8198.1151 -8202.1821 -8199.6605 -8198.3977 -8200.2382 eV.
The ΔE to the lowest compared entry with this formula, charge and spin results, record by record, are as follows: 581.2 126.2 385.9 546.0 297.3 520.3 419.0 556.8 164.4 407.6 529.5 351.9 kJ/mol.